Below is CH2N3OP in the gas phase in a non-equilibrium geometry, with properties calculated with ωB97M-V/def2-TZVPD.

Each line ends with the natural charge from an NBO analysis.
Atoms and positions in Å:
O -1.305 -0.822 0.387  -0.49
N 0.069 -1.147 0.491  0.08
C 1.222 -0.435 0.248  -0.50
P 2.499 -1.498 0.607  0.75
N 1.429 -2.709 0.925  -0.55
N 0.245 -2.402 0.769  -0.03
H -1.630 -1.215 -0.346  0.47
H 1.204 0.698 -0.015  0.27

The SMILES is On1cpnn1. As for the net charge: 0. Its total energy is -16872.2334 eV. Its gap between HOMO and LUMO is 10.3 eV. The calculation puts the HOMO energy at -0.3568 Eh.



Below is CH2N4O in the gas phase in a non-equilibrium geometry, with properties calculated with ωB97M-V/def2-TZVPD.

Each line ends with the natural charge from an NBO analysis.
Atoms and positions in Å:
N 1.583 -0.018 -0.148  -0.85
C 0.317 -0.053 -0.347  0.44
N -0.681 -0.178 -1.267  -0.23
O -1.846 -0.094 -0.505  -0.08
N -1.635 0.073 0.768  0.21
N -0.368 0.098 0.863  -0.32
H 2.207 -0.123 -0.924  0.37
H 0.305 0.206 1.621  0.46

As for the net charge: 0. Its total energy is -9072.6352 eV. Its gap between HOMO and LUMO (alpha / beta) is 8.2 / 8.2 eV. The calculation puts the HOMO energy (alpha / beta) at -0.3231 / -0.3231 Eh.



Below is CH2N4O in the gas phase in a non-equilibrium geometry, with properties calculated with ωB97M-V/def2-TZVPD.

Each line ends with the natural charge from an NBO analysis.
Atoms and positions in Å:
C 0.137 -0.961 1.493  0.84
N 0.457 0.780 -0.950  -0.08
N -0.812 0.256 -0.272  -0.37
N 1.564 0.680 -0.605  -0.17
N -0.725 -0.658 0.716  -0.41
O 0.889 -1.393 2.261  -0.49
H 0.016 1.341 -1.712  0.33
H -1.525 -0.045 -0.930  0.37

As for the net charge: 0. Its total energy is -9073.0559 eV. Its gap between HOMO and LUMO is 9.8 eV. The calculation puts the HOMO energy at -0.3309 Eh.



Below is a 2-piece molecular cluster, CH2N4O overall in a non-equilibrium geometry, with properties calculated with ωB97M-V/def2-TZVPD.

Each line ends with the natural charge from an NBO analysis.
Atoms and positions in Å:
N -2.354 -1.364 -0.505  -0.14
N -3.208 -0.774 -0.112  0.46
O -3.944 -0.032 0.362  -0.29
N -1.068 2.610 -0.262  -0.39
C -0.601 1.598 -0.003  0.40
N -0.043 0.433 0.281  -0.89
H -0.721 -0.342 0.032  0.43
H 0.942 0.439 0.517  0.43

The SMILES is N#[N+][O-].N#CN. As for the net charge: 0. Its total energy is -9074.5282 eV. Its gap between HOMO and LUMO is 10.5 eV. The calculation puts the HOMO energy at -0.3680 Eh.



Below is CH2N4O in the gas phase in a non-equilibrium geometry, with properties calculated with ωB97M-V/def2-TZVPD.

Each line ends with the natural charge from an NBO analysis.
Atoms and positions in Å:
H 2.279 1.043 0.289  0.37
N 2.064 -0.106 0.007  -0.63
C 0.755 -0.119 -0.033  0.54
N -0.005 1.165 -0.091  -0.19
N -1.200 0.887 0.095  0.04
N -1.417 -0.495 -0.179  -0.16
O -0.123 -1.241 0.035  -0.34
H -1.927 -0.546 0.802  0.37

The SMILES is [H]/N=c1\nn[nH]o1. As for the net charge: 0. Its total energy is -9072.3099 eV. Its gap between HOMO and LUMO is 9.8 eV. The calculation puts the HOMO energy at -0.3823 Eh.



Below is an isolated ion of composition CH2N4P and charge -1 in a non-equilibrium geometry, with properties calculated with ωB97M-V/def2-TZVPD.

Each line ends with the natural charge from an NBO analysis.
Atoms and positions in Å:
C 0.134 -0.009 0.283  0.02
N 1.066 -0.966 0.325  -0.39
N 0.588 1.133 -0.147  -0.39
N 2.127 -0.308 0.018  -0.18
N 1.860 0.934 -0.210  -0.18
P -1.733 -0.611 0.391  0.19
H -2.003 -0.950 -0.867  -0.06
H -2.038 0.777 0.207  -0.02

As for the net charge: -1. Its total energy is -16317.8384 eV. Its gap between HOMO and LUMO is 9.2 eV. The calculation puts the HOMO energy at -0.1750 Eh.



- What is the formula in the third record?
  CH2N4O



- net charge of number 3 (CH2N4O)?
  0